Here is Cl3Fe as an isolated structure from the Open Molecules 2025 dataset. Energies are from ωB97M-V/def2-TZVPD.

```
! wB97M-V def2-TZVPD RIJCOSX def2/J DEFGRID3
* xyz 0 6
Fe 0.06247 0.25260 0.68326
Cl -0.65301 1.83578 -0.75872
Cl -1.32685 -1.50011 0.35437
Cl 1.91739 -0.58827 -0.27891
*
```

- E_LUMO (spin up / spin down): -1.60 / -3.20 eV
- DFT total energy: -71955.4832 eV
- HOMO energy (spin up / spin down): -11.278 / -10.885 eV
- ΔE to the lowest compared entry with this formula, charge and spin: 0.0 kJ/mol
- Kohn-Sham gap (spin up / spin down): 9.7 / 7.7 eV


Here is one molecule with the formula Cl3H3Si2 from the Open Molecules 2025 dataset. Energies are from ωB97M-V/def2-TZVPD.

```
! wB97M-V def2-TZVPD RIJCOSX def2/J DEFGRID3
* xyz 0 1
Si -0.70745 0.34707 -0.15933
Si 1.83636 0.03235 0.22208
Cl 3.89546 -0.63006 -0.36395
Cl 1.82905 -1.35166 1.66985
Cl -1.97905 0.41829 1.44322
H -0.82884 1.65480 -0.89001
H -0.84770 -1.04031 -0.59400
H 2.27437 1.29832 0.69608
*
```

- E_LUMO: -1.47 eV
- DFT total energy: -53372.9886 eV
- HOMO energy: -9.778 eV
- ΔE to the lowest compared entry with this formula, charge and spin: 159.2 kJ/mol
- Kohn-Sham gap: 8.3 eV


Here is one molecule with the formula Cl3H3Si3 from the Open Molecules 2025 dataset. Energies are from ωB97M-V/def2-TZVPD.

```
! wB97M-V def2-TZVPD RIJCOSX def2/J DEFGRID3
* xyz 0 1
Si 0.26998 -1.32862 0.04121
Si -0.47855 0.55245 -1.21998
Si -0.31990 0.67170 1.18349
Cl 2.22096 -2.45106 0.07022
Cl 0.79445 1.78939 -2.24505
Cl 1.12305 1.89179 1.95715
H -0.58644 -2.52428 0.05599
H -1.67645 0.61964 -2.07848
H -1.34711 0.77899 2.23545
*
```

- E_LUMO: -1.34 eV
- DFT total energy: -61250.5590 eV
- HOMO energy: -9.343 eV
- ΔE to the lowest compared entry with this formula, charge and spin: 0.0 kJ/mol
- Kohn-Sham gap: 8.0 eV


Here is Cl3H6LiO3 as an isolated structure from the Open Molecules 2025 dataset. Energies are from ωB97M-V/def2-TZVPD.

```
! wB97M-V def2-TZVPD RIJCOSX def2/J DEFGRID3
* xyz -2 1
Li 0.10529 -0.36665 -0.56875
Cl 0.27412 -2.10850 -0.24007
Cl 1.45309 0.11389 -1.60139
Cl -1.46581 0.09377 -1.10407
O 0.87333 2.12855 -0.42677
H 1.15106 1.26889 -0.74311
H 0.93069 2.69693 -1.19481
O 0.46523 0.14129 0.59665
H 0.98808 -0.16136 1.33912
H -0.19229 0.71814 0.98542
O -1.89949 -1.45076 0.88143
H -1.13133 -1.49660 0.31218
H -1.55191 -1.57762 1.76423
*
```

- E_LUMO: 5.39 eV
- DFT total energy: -44007.1772 eV
- HOMO energy: 0.186 eV
- ΔE to the lowest compared entry with this formula, charge and spin: 1068.2 kJ/mol
- Kohn-Sham gap: 5.2 eV


Here is one molecule with the formula Cl3HO3Si from the Open Molecules 2025 dataset. Energies are from ωB97M-V/def2-TZVPD.

```
! wB97M-V def2-TZVPD RIJCOSX def2/J DEFGRID3
* xyz 0 1
O 1.00958 -1.15694 -0.24392
O -1.42595 -0.02074 -1.17296
O 0.64086 1.41554 0.13833
Si -0.05645 -0.06592 0.25384
Cl 0.71693 -2.81772 -0.24023
Cl -2.68028 1.12056 -0.99436
Cl 2.26181 1.73179 0.58542
H -0.46649 -0.20658 1.67388
*
```

- E_LUMO: -0.94 eV
- DFT total energy: -51600.6559 eV
- HOMO energy: -10.295 eV
- ΔE to the lowest compared entry with this formula, charge and spin: 150.0 kJ/mol
- Kohn-Sham gap: 9.4 eV


Here is Cl3Hg5O28S4 as an isolated structure from the Open Molecules 2025 dataset. Energies are from ωB97M-V/def2-TZVPD.

```
! wB97M-V def2-TZVPD RIJCOSX def2/J DEFGRID3
* xyz -1 1
Hg -3.24206 0.15052 -1.25433
Hg 1.18649 -1.80345 -0.87819
Hg 0.85354 -0.15059 2.31529
Hg 1.72029 0.92036 -3.75309
Hg 0.81702 4.38811 0.57398
S 0.04951 1.10104 -0.60364
O 0.34606 -0.04933 0.22849
O 0.86845 0.81954 -1.80308
O -1.35467 0.96657 -0.91025
O 0.24200 2.33923 0.14646
S 1.80663 2.96520 3.40845
O 3.02019 2.79771 4.18734
O 2.00470 4.17755 2.44558
O 1.61756 1.78958 2.53018
O 0.60442 3.23390 4.11651
S 2.52924 -2.42079 -3.51617
O 1.97299 -1.08894 -3.09586
O 1.74208 -2.91761 -4.58734
O 3.92214 -2.09800 -3.91749
O 2.34288 -3.31062 -2.39176
S 2.09748 -3.47948 1.51314
O 3.51044 -3.59382 1.87900
O 1.20115 -4.20960 2.35661
O 1.60876 -2.01117 1.45501
O 2.07248 -3.80892 0.04795
Cl -2.69924 3.80857 1.17766
O -2.67827 2.57158 0.42739
O -1.67238 4.68740 0.61179
O -3.98119 4.46257 0.91138
O -2.58113 3.55839 2.55151
Cl -2.23082 -1.15312 2.10162
O -3.50943 -1.20736 2.73824
O -1.25385 -2.16111 2.41621
O -2.56670 -1.31999 0.65259
O -1.68759 0.15305 2.40949
Cl -1.73089 -1.59864 -3.30188
O -1.39027 -0.24376 -3.55960
O -1.49897 -2.55382 -4.34237
O -0.89173 -2.07254 -2.24129
O -3.16730 -1.63821 -3.04551
*
```

- E_LUMO: -3.59 eV
- DFT total energy: -159079.8479 eV
- HOMO energy: -6.228 eV
- ΔE to the lowest compared entry with this formula, charge and spin: 0.0 kJ/mol
- Kohn-Sham gap: 2.6 eV


Here is a 2-piece molecular cluster, Cl3N3 overall from the Open Molecules 2025 dataset. Energies are from ωB97M-V/def2-TZVPD.

```
! wB97M-V def2-TZVPD RIJCOSX def2/J DEFGRID3
* xyz 0 1
N -0.09317 0.66594 -0.01869
N -1.69407 -0.51258 0.07372
N 0.87624 0.04753 -0.06285
Cl -2.95694 0.42164 0.01385
Cl 2.68376 0.99610 0.00779
Cl 1.18418 -1.61863 -0.01383
*
```

- E_LUMO (spin up / spin down): -2.41 / -2.43 eV
- DFT total energy: -42029.5126 eV
- HOMO energy (spin up / spin down): -8.946 / -8.975 eV
- ΔE to the lowest compared entry with this formula, charge and spin: 218.9 kJ/mol
- Kohn-Sham gap (spin up / spin down): 6.5 / 6.5 eV


Here is Cl4FNOP2S as an isolated structure from the Open Molecules 2025 dataset. Energies are from ωB97M-V/def2-TZVPD.

```
! wB97M-V def2-TZVPD RIJCOSX def2/J DEFGRID3
* xyz 0 1
N -0.69441 1.29581 0.25906
O 2.56272 -1.91595 0.68680
F 1.80146 1.51392 0.93066
P -1.91681 0.40110 -0.15793
P 0.91865 0.39340 0.23945
S 1.15595 -1.56938 1.04171
Cl -3.45468 1.66012 0.12751
Cl -2.19841 -1.17225 0.94740
Cl -1.93870 -0.48328 -2.02602
Cl 1.74370 0.70815 -1.56942
*
```

- E_LUMO: -1.01 eV
- DFT total energy: -85759.4968 eV
- HOMO energy: -8.102 eV
- ΔE to the lowest compared entry with this formula, charge and spin: 0.0 kJ/mol
- Kohn-Sham gap: 7.1 eV


Here is Cl4I3O16Y as an isolated structure from the Open Molecules 2025 dataset. Energies are from ωB97M-V/def2-TZVPD.

```
! wB97M-V def2-TZVPD RIJCOSX def2/J DEFGRID3
* xyz -4 1
Y 7.22725 9.78451 7.24088
I 8.48447 9.06133 9.78020
I 4.14577 10.48092 7.57718
I 7.23557 9.79935 4.20420
Cl 10.94912 8.33984 5.21224
O 10.78751 9.75586 5.19666
O 10.60745 7.60772 3.99340
O 12.43731 8.14618 5.43452
O 10.14080 7.79337 6.32306
Cl 9.12525 13.44547 6.95704
O 10.40426 13.70633 7.69580
O 8.31342 14.46980 7.28342
O 9.42069 13.43070 5.50192
O 8.37426 12.20090 7.35754
Cl 5.61616 6.31994 6.28278
O 4.58295 6.55585 7.27122
O 6.70229 7.20827 6.64358
O 6.13654 5.01863 6.40498
O 5.11744 6.60182 4.97772
Cl 6.52559 13.72423 11.30994
O 7.88346 13.18344 11.77530
O 5.47004 12.99544 11.98022
O 6.54211 15.05589 11.69328
O 6.26614 13.66814 9.94582
*
```

- E_LUMO: 7.97 eV
- DFT total energy: -108167.2154 eV
- HOMO energy: 1.351 eV
- Kohn-Sham gap: 6.6 eV


Here is Cl7O28Pb as an isolated structure from the Open Molecules 2025 dataset. Energies are from ωB97M-V/def2-TZVPD.

```
! wB97M-V def2-TZVPD RIJCOSX def2/J DEFGRID3
* xyz -5 1
Pb -0.32347 0.23356 0.04118
Cl -0.44545 4.33124 -0.10594
O 0.50351 5.26388 0.43975
O -0.85553 4.46676 -1.47837
O -0.09639 2.99598 0.27784
O -1.57849 4.50886 0.80878
Cl -3.96828 -1.77638 0.73252
O -4.38804 -0.55482 1.18564
O -5.11039 -2.10544 -0.16733
O -2.61704 -1.53495 0.11980
O -3.91936 -2.70071 1.83151
Cl -1.26608 -1.69098 -3.49820
O -2.69435 -1.62250 -3.83109
O -0.81921 -0.83189 -2.37511
O -0.85775 -3.00149 -3.10947
O -0.30796 -1.37471 -4.55966
Cl 1.63662 2.29030 -3.13510
O 2.90140 2.56679 -2.41174
O 1.61586 1.40645 -4.29085
O 0.68791 1.61981 -2.20521
O 0.99613 3.41088 -3.61439
Cl 1.38255 -3.53190 0.56962
O 1.32318 -2.18890 0.10418
O 0.98175 -3.59002 1.95040
O 0.48728 -4.12431 -0.42723
O 2.73119 -3.84427 0.44514
Cl -0.74252 -0.73339 4.10401
O -1.60488 -0.36014 5.20444
O 0.71628 -0.19794 4.30903
O -0.71617 -2.10502 4.07544
O -1.11819 -0.19946 2.80569
Cl 3.49024 1.03457 1.28004
O 3.43818 1.50698 2.66373
O 4.03929 -0.24757 1.29191
O 2.24822 0.92311 0.60375
O 4.24995 1.75764 0.36527
*
```

- E_LUMO: 10.31 eV
- DFT total energy: -150170.5024 eV
- HOMO energy: 2.960 eV
- ΔE to the lowest compared entry with this formula, charge and spin: 388.9 kJ/mol
- Kohn-Sham gap: 7.3 eV


Here is ClCr as an isolated structure from the Open Molecules 2025 dataset. Energies are from ωB97M-V/def2-TZVPD.

```
! wB97M-V def2-TZVPD RIJCOSX def2/J DEFGRID3
* xyz 1 5
Cr -0.71757 -0.13322 -0.99071
Cl 0.71757 0.13321 0.99070
*
```

- E_LUMO (spin up / spin down): -8.96 / -7.56 eV
- DFT total energy: -40934.0711 eV
- HOMO energy (spin up / spin down): -15.671 / -15.900 eV
- ΔE to the lowest compared entry with this formula, charge and spin: 54.2 kJ/mol
- Kohn-Sham gap (spin up / spin down): 6.7 / 8.3 eV


Here is ClCu3O8PPb as an isolated structure from the Open Molecules 2025 dataset. Energies are from ωB97M-V/def2-TZVPD.

```
! wB97M-V def2-TZVPD RIJCOSX def2/J DEFGRID3
* xyz 1 1
Cu -1.20825 -0.69928 2.55205
Cu 2.50159 4.43831 -1.51787
Cu -1.70930 1.10705 -0.93468
Pb 3.30998 -1.42003 -2.18985
P -1.96215 -1.42662 -0.04233
O -1.78529 -0.89397 -1.43706
O -2.99552 -2.52897 0.25407
O -2.49204 -0.23807 0.84840
O -0.76154 -2.16066 0.57955
Cl 1.45165 0.78199 0.39340
O 0.06420 0.81640 0.82508
O 2.28139 0.34763 1.45936
O 1.49200 -0.20330 -0.67752
O 1.81327 2.07951 -0.11260
*
```

- E_LUMO: -6.84 eV
- DFT total energy: -177336.3769 eV
- HOMO energy: -9.052 eV
- ΔE to the lowest compared entry with this formula, charge and spin: 0.0 kJ/mol
- Kohn-Sham gap: 2.2 eV


Here is a 2-piece molecular cluster, ClF2HSi overall from the Open Molecules 2025 dataset. Energies are from ωB97M-V/def2-TZVPD.

```
! wB97M-V def2-TZVPD RIJCOSX def2/J DEFGRID3
* xyz 0 1
F -1.88705 0.71021 -1.16987
F 0.01967 -0.74098 -1.14499
Si -0.72917 0.21788 -0.12209
Cl 0.60611 1.32030 0.85170
H 1.99043 -1.50741 1.58524
*
```

- E_LUMO (spin up / spin down): 0.19 / -1.59 eV
- DFT total energy: -25851.5052 eV
- HOMO energy (spin up / spin down): -9.027 / -11.197 eV
- ΔE to the lowest compared entry with this formula, charge and spin: 421.9 kJ/mol
- Kohn-Sham gap (spin up / spin down): 9.2 / 9.6 eV


Here is ClFHN2O as an isolated structure from the Open Molecules 2025 dataset. Energies are from ωB97M-V/def2-TZVPD.

```
! wB97M-V def2-TZVPD RIJCOSX def2/J DEFGRID3
* xyz -1 1
N 0.12101 0.08926 -1.50213
N 1.14661 0.58718 -1.48772
O -0.90096 -0.43380 -1.77773
F 0.36063 -0.82438 2.42146
Cl -0.88860 0.84224 0.77628
H 0.16132 -0.26049 1.56985
*
```

- E_LUMO: 4.32 eV
- DFT total energy: -20284.4244 eV
- HOMO energy: -4.769 eV
- ΔE to the lowest compared entry with this formula, charge and spin: 36.9 kJ/mol
- Kohn-Sham gap: 9.1 eV


Here is one molecule with the formula ClFIPS from the Open Molecules 2025 dataset. Energies are from ωB97M-V/def2-TZVPD.

```
! wB97M-V def2-TZVPD RIJCOSX def2/J DEFGRID3
* xyz 0 1
F -0.79079 1.39678 -1.34675
P -1.03639 0.21050 -0.17318
S 3.29084 1.73930 0.30215
Cl -1.18618 1.48506 1.44097
I 1.85958 -0.03314 -0.17999
*
```

- E_LUMO (spin up / spin down): -2.02 / -2.58 eV
- DFT total energy: -43463.9320 eV
- HOMO energy (spin up / spin down): -8.828 / -8.385 eV
- ΔE to the lowest compared entry with this formula, charge and spin: 294.9 kJ/mol
- Kohn-Sham gap (spin up / spin down): 6.8 / 5.8 eV


Here is ClH10O6V as an isolated structure from the Open Molecules 2025 dataset. Energies are from ωB97M-V/def2-TZVPD.

```
! wB97M-V def2-TZVPD RIJCOSX def2/J DEFGRID3
* xyz 2 3
O 1.50292 -0.95290 0.43141
V 0.58808 0.14852 -0.31150
Cl 2.06527 0.28884 -2.47913
O 1.79876 1.94818 0.50536
H 2.60137 2.11289 1.00026
H 1.43795 2.81857 0.33667
O -0.72991 1.68530 -1.23066
H -1.39531 1.34908 -1.83102
H -0.67029 2.61819 -1.43655
O -0.83569 -1.08945 -1.36829
H -1.79143 -1.05593 -1.32739
H -0.64647 -1.80076 -1.98023
O -0.50929 -2.93464 1.15522
H -0.59112 -3.86691 1.35628
H -0.04558 -2.56672 1.90745
O -0.68707 0.30124 1.47807
H -0.45318 0.78426 2.27067
H -1.63904 0.21224 1.52338
*
```

- E_LUMO (spin up / spin down): -9.55 / -12.69 eV
- DFT total energy: -50640.1797 eV
- HOMO energy (spin up / spin down): -17.615 / -17.625 eV
- Kohn-Sham gap (spin up / spin down): 8.1 / 4.9 eV


Here is a 7-piece molecular cluster, ClH12O10 overall from the Open Molecules 2025 dataset. Energies are from ωB97M-V/def2-TZVPD.

```
! wB97M-V def2-TZVPD RIJCOSX def2/J DEFGRID3
* xyz -1 1
Cl -4.57993 10.63600 -15.62278
O -5.39359 11.16537 -14.55844
O -3.26762 10.33328 -15.14230
O -5.19385 9.42602 -16.09971
O -4.52287 11.59650 -16.66368
O -2.90017 9.07378 -17.54020
H -3.01281 8.55376 -16.74451
H -2.84349 9.97761 -17.23018
O -1.63194 11.29136 -17.14878
H -1.63236 10.92057 -16.26630
H -0.88233 11.88653 -17.15865
O -2.86677 7.89583 -15.29680
H -3.09656 8.72513 -14.87763
H -1.91853 7.82583 -15.18651
O -7.52979 10.18611 -14.92192
H -7.42422 10.90684 -14.30092
H -6.63605 9.90336 -15.11561
O -3.00126 13.54315 -17.07072
H -2.90900 12.59982 -16.93710
H -3.86312 13.75330 -16.71120
O -3.51544 10.84414 -12.85327
H -3.47695 11.60717 -13.42992
H -4.26043 10.33695 -13.17574
*
```

- E_LUMO: 3.16 eV
- DFT total energy: -33185.8204 eV
- HOMO energy: -6.467 eV
- ΔE to the lowest compared entry with this formula, charge and spin: 225.1 kJ/mol
- Kohn-Sham gap: 9.6 eV


The records above give, respectively, max |F| values of 3.3, 1.9, 2.2, 14.9, 3.7, 6.8, 2.6, 4.0, 6.5, 6.5, 3.0, 2.3, 2.8, 3.4, 3.0, 4.8, 2.7 eV/A.